# 1
# C6H7FN2S

One molecule with the formula C6H7FN2S at a distorted geometry (ωB97M-V with the def2-TZVPD basis set, the Open Molecules 2025 dataset).

Geometry as XYZ:
```
17
Properties=species:S:1:pos:R:3:nbo_charge:R:1
H -2.72 0.50 1.21 0.3372
N -1.89 0.74 0.77 -0.3675
N -0.89 0.48 1.46 -0.1627
S -0.71 0.02 2.97 -0.0342
C 0.50 0.62 0.76 -0.1250
C 0.44 1.19 -0.66 -0.4714
C -0.33 0.27 -1.62 -0.1409
C -0.26 -1.08 -1.41 -0.2350
C 0.60 -1.62 -0.33 -0.3148
C 1.01 -0.81 0.56 0.4142
F 2.04 -1.14 1.45 -0.3438
H 1.11 1.23 1.44 0.2645
H 1.52 1.10 -0.93 0.2443
H 0.16 2.31 -0.82 0.2469
H -0.94 0.62 -2.46 0.2253
H -0.63 -1.80 -2.11 0.2184
H 0.97 -2.63 -0.27 0.2445
```

molar mass: 158.201 g/mol
ΔE to the lowest compared entry with this formula, charge and spin: 84.2 kJ/mol
frontier orbital gap (spin up / spin down): 8.4 / 8.4 eV
E_tot: -840.26406 Ha
SMILES string: [H]/N=[N+](\[S-])[C@@H]1CC=CC=C1F

# 2
# C42H62NO14

A 9-piece molecular cluster, C42H62NO14 overall at a distorted geometry (ωB97M-V with the def2-TZVPD basis set, the Open Molecules 2025 dataset).

Geometry as XYZ:
```
119
Properties=species:S:1:pos:R:3:lowdin_charge:R:1
N 1.18 3.64 8.76 -0.0147
C 1.25 2.25 8.27 -0.2659
C 0.50 2.15 6.94 -0.1446
C 0.97 1.00 6.09 -0.1458
C 0.72 -0.31 6.50 -0.0348
C 1.12 -1.41 5.76 -0.0463
C 1.78 -1.23 4.55 -0.0072
C 2.03 0.05 4.12 -0.0819
C 1.64 1.17 4.87 -0.0203
C 1.96 2.51 4.28 -0.2699
O 2.35 3.44 4.95 0.1065
C 1.82 2.59 2.79 -0.0985
C 1.32 3.73 2.16 0.0577
C 1.21 3.72 0.77 -0.0641
C 0.68 4.97 0.07 -0.6888
O 1.49 5.92 0.01 -0.0330
O -0.47 4.89 -0.39 -0.0080
C 1.61 2.61 0.03 -0.1433
C 1.48 2.66 -1.47 -0.1270
O 2.42 3.55 -2.10 -0.1316
O 3.26 4.09 -1.08 -0.0603
C 2.14 1.49 0.66 0.0220
C 2.22 1.48 2.05 -0.1264
C 2.73 0.31 2.81 -0.2965
O 3.67 -0.36 2.44 0.0998
H 0.20 3.93 8.75 0.0608
H 1.52 3.71 9.70 0.0535
H 2.28 1.96 8.11 0.1147
H 0.75 1.59 8.99 0.1022
H 0.58 3.10 6.42 0.1039
H -0.57 1.98 7.13 0.1005
H 0.18 -0.49 7.42 0.1089
H 0.90 -2.42 6.08 0.1068
H 2.08 -2.07 3.92 0.0902
H 1.04 4.59 2.75 0.1404
H 1.54 1.67 -1.91 0.1038
H 0.48 3.05 -1.68 0.1233
H 2.85 4.96 -0.90 0.0717
H 2.46 0.62 0.11 0.1320
C -3.47 -1.67 7.54 -0.0226
C -3.15 -0.53 6.59 -0.4874
O -2.30 0.28 6.84 0.0650
C -3.95 -0.48 5.31 -0.0266
H -2.83 -1.60 8.42 0.0776
H -4.51 -1.62 7.85 0.0800
H -3.29 -2.63 7.04 0.0847
H -5.01 -0.38 5.54 0.0827
H -3.79 -1.38 4.73 0.0789
H -3.62 0.38 4.73 0.0821
C -2.89 -0.28 1.17 -0.0091
C -1.64 -0.78 1.84 -0.4832
O -1.62 -1.15 2.99 0.0605
C -0.39 -0.78 1.00 0.0004
H -3.73 -0.33 1.86 0.0726
H -2.76 0.75 0.84 0.0970
H -3.11 -0.90 0.29 0.0645
H -0.17 0.24 0.68 0.0797
H -0.53 -1.41 0.11 0.0829
H 0.45 -1.16 1.58 0.0760
C 3.94 1.80 -4.53 -0.0116
C 2.74 0.98 -4.93 -0.4966
O 1.67 1.13 -4.39 0.0712
C 2.93 -0.03 -6.04 -0.0307
H 3.66 2.48 -3.73 0.0676
H 4.74 1.14 -4.18 0.0868
H 4.30 2.37 -5.38 0.0858
H 3.69 -0.76 -5.76 0.0799
H 3.25 0.48 -6.95 0.0800
H 1.99 -0.54 -6.23 0.0742
C 4.34 -3.70 2.41 -0.0225
C 3.07 -4.49 2.25 -0.4993
O 2.12 -4.33 2.99 0.0622
C 3.02 -5.49 1.12 -0.0281
H 4.25 -3.02 3.25 0.0710
H 5.18 -4.38 2.59 0.0841
H 4.54 -3.12 1.51 0.0890
H 3.80 -6.24 1.25 0.0807
H 3.17 -4.98 0.17 0.0835
H 2.05 -5.99 1.12 0.0777
C -1.51 -2.39 -3.27 -0.0130
C -2.92 -2.37 -2.76 -0.5041
O -3.39 -1.38 -2.23 0.0563
C -3.74 -3.62 -2.96 -0.0272
H -1.03 -1.44 -3.08 0.0846
H -0.94 -3.18 -2.77 0.0849
H -1.50 -2.59 -4.35 0.0755
H -3.28 -4.47 -2.45 0.0847
H -3.81 -3.84 -4.02 0.0627
H -4.74 -3.47 -2.55 0.0823
C -4.95 -1.53 -5.80 -0.0152
C -3.77 -2.02 -6.59 -0.5056
O -3.35 -3.15 -6.46 0.0436
C -3.14 -1.04 -7.55 -0.0174
H -5.31 -2.33 -5.15 0.0718
H -4.65 -0.68 -5.18 0.0930
H -5.76 -1.22 -6.47 0.0838
H -2.78 -0.17 -7.00 0.0921
H -3.87 -0.73 -8.29 0.0634
H -2.30 -1.52 -8.06 0.0854
C -6.01 -3.00 -10.27 -0.0150
C -5.42 -1.88 -11.09 -0.4976
O -4.60 -1.13 -10.64 0.0689
C -5.92 -1.75 -12.52 -0.0252
H -5.58 -2.98 -9.27 0.0736
H -7.10 -2.87 -10.19 0.0860
H -5.80 -3.96 -10.73 0.0867
H -6.99 -1.58 -12.52 0.0840
H -5.70 -2.67 -13.07 0.0840
H -5.42 -0.92 -13.00 0.0811
C 5.48 3.24 3.98 -0.0146
C 5.77 3.87 2.64 -0.4834
O 6.89 4.20 2.33 0.0501
C 4.59 4.05 1.72 0.0004
H 6.40 3.16 4.55 0.0769
H 4.76 3.85 4.53 0.0737
H 5.05 2.24 3.84 0.0787
H 3.84 4.69 2.20 0.0987
H 4.13 3.08 1.51 0.0786
H 4.90 4.50 0.79 0.0826
```

molar mass: 804.951 g/mol
frontier orbital gap: 7.0 eV
E_tot: -2745.71587 Ha
charge: -1

# 3
# C28H47As2IInN7O2Si2

C28H47As2IInN7O2Si2 as an isolated structure (ωB97M-V with the def2-TZVPD basis set, the Open Molecules 2025 dataset).

Geometry as XYZ:
```
90
Properties=species:S:1:pos:R:3:lowdin_charge:R:1
In 0.01 0.05 0.00 0.6678
N 1.95 1.81 2.64 0.0727
N 2.44 0.82 3.49 -0.0058
C 2.03 -0.46 3.42 -0.3991
N 2.55 -1.31 4.29 0.2403
N 1.15 -0.73 2.44 0.0803
N 0.61 -1.96 2.36 -0.4321
O 0.82 -2.86 3.15 0.0932
O -0.16 -2.10 1.40 -0.1270
H 2.72 2.20 2.11 0.0911
H 1.53 2.54 3.19 0.1020
H 3.16 1.06 4.16 0.1660
H 3.22 -1.00 4.98 0.1383
H 2.25 -2.27 4.29 0.1091
C -2.21 2.31 2.73 -0.2473
As -1.82 0.49 2.18 1.1680
C -1.59 -0.33 3.94 -0.2447
C -3.59 -0.13 1.69 -0.3947
C -4.66 0.16 2.54 -0.0958
C -5.94 -0.25 2.22 -0.0455
C -6.17 -0.96 1.05 -0.0442
C -5.11 -1.26 0.21 -0.0978
C -3.82 -0.85 0.52 -0.3983
As -2.37 -1.40 -0.67 1.1630
C -2.53 -3.33 -0.50 -0.2443
C -3.19 -1.14 -2.42 -0.2580
H -2.93 2.30 3.55 0.0388
H -2.64 2.87 1.90 0.0307
H -1.31 2.81 3.08 0.0308
H -2.43 -0.05 4.57 0.0422
H -0.67 0.02 4.40 0.0271
H -1.57 -1.42 3.85 0.0394
H -4.50 0.71 3.46 0.0980
H -6.76 -0.02 2.89 0.1198
H -7.17 -1.28 0.80 0.1202
H -5.31 -1.82 -0.69 0.1000
H -3.59 -3.58 -0.48 0.0414
H -2.05 -3.66 0.42 0.0357
H -2.06 -3.81 -1.36 0.0350
H -4.02 -1.83 -2.54 0.0392
H -2.45 -1.35 -3.19 0.0300
H -3.55 -0.12 -2.53 0.0314
C 4.23 0.29 0.55 -0.1607
Si 3.31 0.74 -1.01 0.4657
C 4.54 0.70 -2.42 -0.1536
C 2.75 2.53 -0.96 -0.1542
C 1.79 -0.41 -1.24 -0.4073
C 1.13 -0.06 -2.55 -0.4214
C 1.74 -0.24 -3.79 -0.0325
C 1.07 0.14 -4.95 -0.0132
C -0.19 0.70 -4.85 -0.0325
C -0.73 0.85 -3.59 -0.1366
N -0.10 0.47 -2.47 0.0325
Si 2.25 -2.29 -1.23 0.4798
C 0.68 -3.25 -1.57 -0.1694
C 3.01 -2.80 0.41 -0.1549
C 3.47 -2.82 -2.55 -0.1592
H 4.89 1.12 0.84 0.0489
H 4.87 -0.58 0.40 0.0425
H 3.57 0.07 1.39 -0.0114
H 5.35 1.38 -2.15 0.0521
H 4.13 1.06 -3.36 0.0380
H 5.00 -0.27 -2.60 0.0259
H 3.58 3.17 -0.64 0.0512
H 1.91 2.70 -0.28 -0.0241
H 2.44 2.87 -1.95 0.0532
H 2.73 -0.66 -3.85 0.0912
H 1.54 0.00 -5.91 0.1260
H -0.75 1.02 -5.72 0.1175
H -1.71 1.29 -3.47 0.1018
H 0.08 -3.37 -0.67 -0.0051
H 0.93 -4.25 -1.94 0.0566
H 0.07 -2.77 -2.35 0.0365
H 2.84 -2.09 1.22 -0.0074
H 4.09 -2.91 0.31 0.0454
H 2.61 -3.78 0.72 0.0521
H 3.07 -2.77 -3.56 0.0378
H 3.67 -3.88 -2.35 0.0518
H 4.43 -2.31 -2.52 0.0256
I -0.07 6.24 1.34 0.9749
C -0.91 4.63 0.33 -0.7135
C -2.07 4.77 -0.43 -0.0887
C -2.59 3.63 -1.04 -0.0131
C -1.93 2.43 -0.89 -0.1502
N -0.81 2.30 -0.17 -0.0353
C -0.33 3.38 0.43 -0.2595
H -2.55 5.73 -0.54 0.1175
H -3.49 3.69 -1.63 0.1265
H -2.32 1.53 -1.35 0.0728
H 0.55 3.24 1.05 0.0631
```

molar mass: 961.469 g/mol
ΔE to the lowest compared entry with this formula, charge and spin: 0.0 kJ/mol
frontier orbital gap: 8.4 eV
E_tot: -7166.76613 Ha
charge: +2